86
Properties=species:S:1:pos:R:3:forces:R:3 method="wB97M-V/def2-TZVPD" total_energy_ha=-5710.94629 fmax_ev_per_a=3.957 homo_ha=-0.12399 lumo_energy_ha=-0.0903 spin_multiplicity=1 mol_weight_da=766.33 total_charge=-1
Br 1.767 0.895 -1.046 0.656 -1.841 0.920
P -1.084 -2.076 -1.075 -0.378 -0.003 0.022
Si 8.723 -2.093 2.218 -2.234 -0.531 0.846
Si 5.936 -1.025 2.081 1.127 -1.980 1.522
Al 3.655 7.132 -0.504 1.537 -0.032 -0.486
F -7.826 -2.480 -3.001 0.047 -0.018 0.038
O -2.072 -1.031 -1.597 -0.211 -0.011 0.594
O -3.465 -3.994 -3.101 -0.504 -0.394 -0.257
O 2.484 3.327 -3.768 0.000 0.304 0.046
O -12.568 -5.308 -2.974 -0.188 0.004 0.172
O 1.825 5.079 -2.665 0.244 0.724 0.277
O -0.499 -1.612 0.261 -0.026 0.311 -0.443
O 1.197 3.084 -2.056 -0.352 2.286 -1.055
O -1.812 -3.407 -0.871 0.133 0.049 -0.356
O 0.047 -2.253 -2.085 0.182 -0.389 0.464
N 1.832 3.819 -2.835 -0.145 -0.694 0.125
N 3.314 4.353 -0.037 -1.768 0.299 1.778
N -4.296 3.374 0.192 1.272 0.605 1.376
N 7.067 -2.175 2.630 0.442 1.117 -0.970
C -2.056 2.258 0.692 -0.502 2.560 1.290
C 1.069 4.950 0.978 1.827 -2.099 -0.230
C 2.099 2.695 1.477 -0.543 3.120 -1.089
C 6.310 0.723 2.685 -0.401 0.468 -0.361
C -3.332 2.433 0.023 0.978 -1.257 -0.214
C -2.766 4.317 1.869 0.336 -0.488 -0.252
C 2.259 5.183 0.185 -1.963 -0.839 1.488
C -4.014 4.348 1.115 2.291 -1.159 0.590
C 0.979 3.619 1.660 2.177 0.556 -1.162
C -10.665 -3.996 -3.681 0.032 0.096 0.031
C -7.321 -1.389 -2.407 0.340 0.519 0.230
C -11.290 -4.822 -2.573 0.042 -0.160 -0.484
C 9.562 -0.522 2.840 0.621 0.023 -0.209
C -5.901 0.537 -2.480 -0.168 -0.162 0.063
C -1.700 3.291 1.721 -3.301 -0.312 -2.160
C 3.222 3.175 0.602 -0.578 -1.682 0.793
C -7.713 -1.080 -1.118 -0.474 -0.271 0.343
C -7.184 0.047 -0.504 0.208 0.213 -0.962
C 9.028 -2.239 0.363 0.591 0.044 -0.134
C -6.419 -0.595 -3.094 0.030 -0.004 -0.142
C 5.779 -0.985 0.198 -0.324 0.241 -0.615
C 9.613 -3.550 3.035 0.386 0.152 -0.228
C -6.281 0.859 -1.183 -0.084 0.334 0.358
C 4.235 -1.488 2.761 -0.101 0.461 -0.325
B -0.314 3.267 2.504 -0.064 0.177 -1.064
Li 3.481 -0.464 -1.473 -0.155 -0.125 0.105
Li -8.298 1.783 1.605 0.358 -0.092 -0.404
H 10.652 -0.616 2.755 0.043 0.098 0.037
H -5.872 1.741 -0.700 0.075 -0.034 -0.095
H 9.322 -0.343 3.890 -0.085 -0.017 -0.021
H -10.654 -5.675 -2.317 0.131 0.122 0.108
H -12.439 -5.852 -3.760 -0.027 0.078 0.110
H -11.431 -4.216 -1.677 -0.159 -0.103 -0.022
H 10.093 -2.404 0.164 0.020 -0.005 -0.121
H 6.650 -0.523 -0.271 -0.013 -0.038 -0.042
H -2.584 5.152 2.599 -0.292 -0.887 -0.765
H -8.422 -1.718 -0.605 0.055 -0.057 -0.065
H 2.066 1.690 1.960 0.432 0.977 -0.730
H 2.322 6.167 -0.356 -2.048 -1.523 0.144
H 4.901 -0.395 -0.093 -0.114 0.287 0.110
H 3.482 -0.764 2.426 -0.147 -0.092 0.039
H -11.309 -3.152 -3.940 0.016 -0.022 0.086
H -9.690 -3.615 -3.380 -0.042 -0.047 -0.091
H -3.132 -4.472 -2.328 0.333 0.523 0.102
H -6.126 -0.865 -4.101 0.019 -0.035 0.061
H -4.422 -4.084 -3.045 0.097 0.005 -0.012
H 4.245 -1.489 3.853 0.068 -0.045 -0.018
H 0.218 5.655 1.106 0.997 -0.394 -0.455
H -1.349 1.424 0.433 -0.936 0.847 0.087
H 9.202 -4.499 2.684 -0.049 0.045 0.039
H 10.680 -3.528 2.789 0.055 -0.105 0.068
H -4.738 5.182 1.304 0.661 -0.971 -0.364
H 9.512 -3.503 4.121 -0.063 -0.009 -0.002
H -0.269 3.021 3.668 0.008 -0.072 -0.037
H 4.066 2.454 0.439 -0.932 0.887 0.197
H 7.166 1.157 2.164 0.037 0.001 0.057
H -10.543 -4.595 -4.587 0.088 -0.029 0.064
H -3.555 1.657 -0.763 0.255 0.832 0.895
H 8.473 -3.081 -0.057 -0.046 0.042 0.059
H 5.658 -1.994 -0.204 0.099 -0.046 0.131
H 8.738 -1.329 -0.168 -0.036 -0.016 -0.020
H -7.477 0.295 0.514 0.062 -0.259 0.413
H 3.934 -2.477 2.410 0.015 0.009 0.041
H 6.514 0.726 3.757 0.032 -0.096 -0.038
H 9.265 0.352 2.256 -0.034 0.007 0.055
H -5.201 1.169 -3.012 0.020 -0.101 0.072
H 5.451 1.381 2.502 0.007 0.119 0.051

***

93
Properties=species:S:1:pos:R:3:forces:R:3 method="wB97M-V/def2-TZVPD" total_energy_ha=-24594.66982 fmax_ev_per_a=3.380 homo_ha=-0.06597 lumo_energy_ha=0.1087 spin_multiplicity=5 mol_weight_da=1379.63 total_charge=-2 e_above_lowest_kcal_mol=0.0
Br -2.916 4.598 -0.187 -0.107 0.358 0.232
Br 4.621 1.268 4.547 -0.209 0.360 0.391
Br 2.967 3.687 6.797 -0.414 -0.124 -0.212
Br 5.252 2.767 1.397 -0.037 0.051 -0.431
Br -0.358 5.530 -3.067 -0.370 -0.382 0.006
Br 2.852 2.475 -2.611 0.181 -0.426 -0.148
Br -0.132 2.288 -6.409 -0.184 -0.100 0.576
Br -1.091 6.062 3.744 0.013 -0.035 0.349
Fe -0.441 -1.192 2.760 1.806 -0.697 -2.601
F -0.137 -3.990 5.262 -0.291 -0.243 0.179
F -3.384 -4.849 -5.475 0.007 -0.109 -0.488
F -3.239 -3.509 -7.184 -0.170 -0.442 -0.066
F -2.207 -4.744 5.490 0.522 0.293 0.187
F 3.913 -2.288 2.137 0.414 0.203 -0.532
F 3.522 -0.186 2.194 -0.497 -0.087 -0.787
F 0.734 1.123 0.048 -0.769 -0.314 -0.378
F -0.911 2.523 -0.365 0.464 -0.484 0.114
F 0.673 2.942 1.087 -0.801 0.501 0.216
F -0.888 -5.644 4.046 0.241 0.119 0.254
F -3.164 -5.668 -7.489 -0.013 0.280 0.173
F 4.537 -0.981 0.454 -0.271 -0.112 0.428
O -0.848 -3.341 2.477 0.380 -0.303 1.055
O 1.102 -1.666 1.411 -0.250 0.947 2.403
O -0.549 -5.735 -6.297 -1.462 -0.571 0.223
O -0.782 -3.641 -5.553 -0.507 0.624 0.654
O -0.371 0.913 2.837 0.773 0.528 -0.439
O -1.847 -2.143 3.924 -1.702 0.458 1.630
O 2.126 -2.726 -0.161 1.913 -0.119 0.616
O -1.573 0.138 1.219 -0.459 0.167 -1.478
C 2.201 2.704 5.254 0.841 -0.318 0.583
C -2.964 -0.286 4.903 -0.409 0.138 -0.655
C -1.208 -4.637 -6.534 3.127 -0.910 -0.904
C 3.152 -2.856 -1.128 -1.006 -1.074 -0.632
C 3.451 2.876 -0.805 0.215 0.549 -0.007
C -0.862 -2.313 -5.954 -0.386 1.128 0.074
C -0.945 3.863 -3.960 0.111 -0.041 -0.090
C -0.147 1.962 0.595 1.543 0.074 0.365
C -0.088 3.828 -5.201 0.459 0.631 -0.971
C -2.903 -1.810 4.812 0.525 1.270 2.355
C 4.855 2.441 -0.491 0.569 -0.755 -0.411
C 3.244 2.611 4.179 0.069 -0.107 -0.467
C -1.689 -3.515 3.496 0.563 0.637 -3.035
C -0.286 -1.334 -4.926 0.343 -0.742 0.525
C 2.743 -4.086 -1.932 -0.327 -0.226 -1.148
C -3.435 -1.240 0.671 -0.075 -0.061 -0.750
C -1.196 -4.467 4.603 -0.663 0.079 -0.661
C 3.541 -1.242 1.351 -0.089 -1.165 1.005
C 2.190 -1.558 0.665 -2.621 0.962 -1.756
C -2.748 -4.684 -6.665 0.124 0.231 0.880
C -2.868 0.176 0.685 -2.090 -0.746 1.168
C -1.972 4.855 2.489 0.168 0.365 -0.069
C -0.998 1.341 1.706 -0.189 -1.325 2.454
C -1.807 5.528 1.150 -0.458 -0.598 -0.179
H -3.903 -2.213 4.652 0.251 -0.456 -0.813
H -1.951 0.100 5.016 -0.031 0.205 -0.350
H 2.765 2.395 -0.116 -0.171 0.255 -0.107
H 4.996 1.374 -0.654 -0.209 -0.051 0.260
H 0.806 -1.336 -4.988 -0.005 0.012 0.149
H -2.838 -1.890 0.030 -0.090 -0.104 0.076
H 3.527 -4.529 -2.559 0.241 0.190 0.383
H -3.467 0.082 4.003 0.569 0.252 -0.210
H 3.093 -1.991 -1.805 0.616 0.113 0.185
H -3.061 0.680 -0.265 0.916 -0.081 -0.247
H 2.038 -0.731 -0.075 0.684 0.199 0.147
H 5.648 2.920 -1.060 -0.256 0.363 -0.035
H -0.557 -1.667 -3.919 0.010 0.109 -0.040
H -4.459 -1.184 0.288 0.125 -0.043 -0.237
H 0.954 4.033 -4.972 0.068 -0.494 0.224
H -0.772 5.486 0.830 -0.043 0.111 -0.214
H -2.209 6.532 1.183 0.185 0.132 -0.088
H -2.679 -3.816 3.106 -0.277 -0.496 0.733
H 2.768 2.313 3.251 -0.049 -0.259 -0.138
H -3.565 0.679 1.380 0.460 0.504 0.148
H -0.802 3.041 -3.268 0.356 0.030 0.061
H 1.287 3.187 4.941 -0.012 0.300 -0.078
H -3.014 4.768 2.777 0.011 -0.013 0.104
H -2.584 -2.139 5.807 -0.228 -0.355 0.019
H -1.794 2.041 2.013 -0.166 0.196 -0.726
H 3.787 3.531 3.994 -0.106 0.127 0.149
H 4.146 -3.025 -0.703 -0.045 0.373 0.086
H -0.823 -4.238 -7.510 -0.761 0.654 -0.323
H -1.450 3.910 2.579 -0.043 -0.010 -0.074
H 2.293 -4.881 -1.336 0.260 0.172 0.312
H -2.008 3.936 -4.164 -0.004 0.233 -0.083
H -0.277 -2.125 -6.869 -0.382 -0.260 -0.344
H -1.914 -2.029 -6.099 0.178 0.101 -0.354
H 1.984 1.709 5.624 -0.192 0.023 0.097
H -3.539 -1.704 1.652 0.440 0.210 0.166
H -3.557 0.165 5.702 -0.026 -0.690 0.334
H -0.347 4.617 -5.903 -0.330 0.194 0.344
H 1.978 -3.826 -2.672 -0.110 0.110 0.232
H -0.621 -0.302 -5.054 -0.131 -0.201 -0.202
H 3.398 3.959 -0.836 -0.246 0.005 0.657

***

no.,frontier orbital gap (eV)
1,0.9
2,4.8